Computed, not measured: the ion C5H5NO6 with charge -2 in a non-equilibrium geometry, with ωB97M-V/def2-TZVPD.

Geometry as XYZ:
```
17
Properties=species:S:1:pos:R:3:forces:R:3
O -1.992 -2.359 -0.922 -0.211 -0.446 -0.289
O 3.016 -0.934 2.406 -1.445 0.202 -1.114
O 2.516 0.771 0.984 -0.175 -1.868 1.096
O -0.368 -3.085 0.415 0.296 0.490 -0.120
O 1.128 -3.110 2.033 0.272 -1.446 1.599
O 0.033 -2.756 -1.821 -0.043 -0.285 0.233
N 0.769 -0.447 -0.357 -1.892 1.774 2.012
C 1.074 -1.153 0.889 0.905 2.163 -0.943
C 0.647 -2.450 1.150 -0.276 -0.847 -0.710
C -0.801 -2.699 -0.897 -0.354 0.091 0.121
C -0.581 0.248 -0.399 1.103 -1.127 1.055
C 2.225 -0.568 1.516 1.917 0.926 1.480
H 1.896 0.682 0.251 -0.326 0.616 -1.207
H -1.396 -0.471 -0.342 -0.096 0.262 0.238
H -0.618 0.734 -1.320 -0.230 0.827 -1.911
H 0.614 -1.163 -0.982 0.446 -1.563 -2.326
H -0.662 1.028 0.335 0.108 0.232 0.786
```
Positions in Å, forces in eV/Å.

Properties
**Energy**: -699.7518 Ha
**Kohn-Sham gap**: 6.557 eV
**Spin multiplicity**: 1
**HOMO energy**: 0.0 eV
**SMILES string**: CN/C(C(=O)O)=C(/[O-])OC(=O)[O-]
**Total charge**: -2